57
Properties=species:S:1:pos:R:3:forces:R:3:mulliken_charge:R:1 method="wB97M-V/def2-TZVPD" fmax_ha_per_bohr=0.047 homo_lumo_gap_ev="7.4 / 5.8" total_energy_ev=-64816.977 de_lowest_kcal_mol=16.1 homo_energy_ha="-0.5536 / -0.5535" charge=+2 multiplicity=4
C -1.00863 -2.59279 0.67877 1.354 0.017 -0.409 -0.077
N -0.09233 -1.96336 -0.13384 0.973 -1.389 1.555 -0.038
N 1.10338 -2.69951 -0.02427 -1.339 0.105 -0.376 0.120
C 0.90286 -3.76264 0.76753 -0.323 0.402 -0.262 -0.010
C -0.42964 -3.72669 1.24487 0.010 0.353 -0.275 -1.290
B 2.38842 -2.23187 -0.78871 0.463 -0.651 -0.717 0.163
N 2.09576 -1.83183 -2.26780 -0.982 0.030 -0.121 0.151
N 1.02566 -1.01379 -2.61119 0.720 0.045 -0.380 -0.207
C 1.05097 -0.92234 -3.98215 1.058 -0.707 0.969 -0.107
C 2.12666 -1.68210 -4.48203 -0.387 0.358 0.641 -1.136
C 2.75819 -2.22448 -3.37057 -0.815 0.389 0.107 -0.062
V 0.32645 -0.12561 -0.67014 0.061 -1.257 -1.127 -0.062
N 2.97490 -0.99300 -0.11574 -0.062 0.657 0.537 -0.026
N 2.23263 0.19183 -0.03312 2.077 -0.180 1.064 0.385
C 3.09046 1.06338 0.63137 0.552 -1.431 0.160 -0.236
C 4.28859 0.41585 0.97313 -1.005 0.235 -0.475 -1.195
C 4.18121 -0.87096 0.46067 -1.111 0.419 -0.193 -0.020
H 2.91044 2.07943 0.93355 -0.625 0.028 -0.367 0.489
H 4.87482 -1.69947 0.48419 -0.135 0.042 -0.047 0.470
H 5.10658 0.80369 1.55149 0.054 0.206 -0.107 0.439
H 3.22469 -3.10595 -0.78528 -0.354 0.232 0.121 -0.061
H 3.61634 -2.86843 -3.28908 0.023 -0.054 -0.022 0.468
H 1.72924 -4.47499 0.90134 -0.653 0.381 0.109 0.468
H 2.42256 -1.81642 -5.50443 -0.077 0.032 -0.140 0.434
H -0.94756 -4.40718 1.91454 0.384 0.053 -0.244 0.449
H 0.36042 -0.35044 -4.58996 -0.116 -0.004 0.466 0.518
H -2.00379 -2.17240 0.80507 0.353 -0.281 -0.049 0.322
H 0.67251 1.44002 -1.49559 1.635 0.521 0.346 0.691
C -0.14240 1.72717 -2.10622 -0.668 0.632 -1.566 -1.018
H 0.27586 1.79195 -3.11113 0.094 0.339 0.151 0.447
H -0.91524 0.96816 -2.19957 -0.515 0.067 0.125 0.242
H -0.49717 2.68303 -1.72670 -0.258 -0.209 -0.191 0.320
C -3.36923 -0.61271 -1.16871 0.473 -0.003 0.212 -1.067
Si -2.87909 0.53170 0.21835 -1.166 -0.089 0.159 -0.039
C -3.33317 2.27426 -0.24868 0.256 -0.089 0.105 -1.021
C -3.89203 0.01794 1.70764 0.235 0.018 0.174 -1.291
N -1.10315 0.65217 0.46513 0.635 1.029 2.103 0.684
C -0.63501 1.38419 1.57023 -0.451 -1.189 -1.273 0.073
C 0.31617 2.38826 1.31564 0.565 0.883 0.123 -0.031
C 0.66670 3.29783 2.30677 0.203 -0.185 -0.948 -0.914
C 0.12805 3.18212 3.59316 -0.028 -0.079 -0.052 -0.503
C -0.73656 2.11931 3.88788 -0.415 -0.794 -0.253 -0.895
C -1.08171 1.19082 2.90152 -0.605 0.623 0.706 -0.382
H -4.45210 -0.42597 -1.23077 0.243 -0.144 -0.222 0.513
H -3.21503 -1.67323 -0.94203 -0.123 0.174 -0.192 0.383
H -2.90534 -0.37389 -2.13065 -0.210 -0.110 -0.013 0.311
H -4.42093 2.26504 -0.40559 0.271 0.257 -0.092 0.408
H -3.08019 2.96712 0.56409 -0.156 -0.046 -0.187 0.334
H -2.80257 2.58314 -1.15825 -0.371 0.068 0.142 0.276
H -3.67837 -0.99098 2.08296 -0.061 0.148 -0.097 0.432
H -3.80237 0.71286 2.55187 -0.184 -0.118 -0.230 0.386
H -4.93836 0.02850 1.36212 0.265 0.001 0.145 0.432
H 0.67762 2.46461 0.28241 -0.041 0.344 0.691 0.752
H 1.35082 4.11080 2.05166 -0.240 -0.221 0.214 0.496
H 0.39479 3.90761 4.36036 -0.103 -0.184 -0.171 0.435
H -1.16599 2.02040 4.88984 0.305 -0.034 -0.372 0.446
H -1.74577 0.34980 3.11406 0.316 0.357 0.047 0.750



128
Properties=species:S:1:pos:R:3:forces:R:3:mulliken_charge:R:1 method="wB97M-V/def2-TZVPD" fmax_ha_per_bohr=0.102 homo_lumo_gap_ev=7.9 total_energy_ev=-107447.942 de_lowest_kcal_mol=85.9 homo_energy_ha=-0.6014 charge=+4 multiplicity=1
C -1.37001 -9.33710 -2.52639 -0.906 -0.337 0.195 -1.091
C -0.93228 -8.58813 -3.80223 -0.241 -0.435 0.956 -0.195
N 0.08384 -7.61558 -3.45874 1.911 3.884 2.651 0.193
C 1.17750 -7.25576 -4.19904 0.875 0.954 2.211 -0.305
C 1.88345 -6.24274 -3.45149 -0.410 -2.165 -4.113 -0.377
N 1.20713 -5.91682 -2.35273 -3.119 -1.152 -0.492 0.245
C 0.06471 -6.74700 -2.35289 1.141 -0.120 -1.125 -0.433
C 1.53890 -4.71261 -1.53443 -0.186 0.247 0.195 -0.545
H -0.73072 -10.05691 -2.01523 0.839 0.061 -0.865 0.340
H -2.26775 -9.92123 -2.72878 -0.120 0.184 -0.159 0.377
H -1.61131 -8.68078 -1.69025 -0.307 0.416 -0.329 0.279
H -1.72380 -7.98651 -4.24904 -0.381 -0.454 0.086 0.258
H -0.52611 -9.24373 -4.57249 0.021 0.001 0.154 0.297
H 1.36471 -7.82232 -5.09924 0.478 0.393 -0.005 0.431
H 2.70674 -5.72082 -3.91646 0.226 0.258 0.742 0.446
H -0.77187 -6.65895 -1.67555 0.391 -0.100 0.086 0.410
H 0.69734 -4.28101 -0.99257 -0.246 -0.994 0.406 0.130
H 1.77164 -3.83001 -2.13020 0.517 -0.613 -0.797 0.161
H 2.38650 -4.95283 -0.89259 -0.268 0.052 0.046 0.299
C -3.52965 -3.67456 3.05817 0.648 -1.656 -0.935 -1.236
C -2.92879 -3.69919 1.63445 0.582 2.179 0.712 -0.176
N -3.55356 -2.59983 0.86930 -0.398 1.587 -2.336 0.420
C -3.91722 -2.73311 -0.47263 -0.460 -1.348 0.246 -0.491
C -4.43681 -1.59259 -0.94965 1.045 0.761 1.049 -0.414
N -4.24413 -0.65776 0.05404 0.433 -0.745 0.956 0.187
C -3.65820 -1.28695 1.17621 -1.516 -0.207 -2.653 -0.407
C -4.58316 0.76768 -0.18830 0.887 -0.724 0.949 -0.476
H -2.84801 -4.27274 3.66286 -0.332 -0.183 0.200 0.398
H -4.45641 -4.21836 2.87513 -0.284 0.208 0.964 0.385
H -3.66899 -2.73915 3.60012 0.043 0.166 -0.619 0.360
H -3.08144 -4.63022 1.08855 -0.252 0.146 0.252 0.438
H -1.88405 -3.40059 1.54818 0.234 -0.571 0.539 0.057
H -3.83841 -3.65205 -1.03453 0.014 -0.153 0.479 0.446
H -4.79743 -1.32700 -1.93240 -0.075 -0.080 0.212 0.429
H -3.35647 -0.81520 2.09968 -0.110 -0.036 -0.158 0.392
H -3.63855 1.29328 -0.04847 -0.233 0.422 0.219 0.009
H -5.35999 1.04940 0.52252 0.081 0.327 -0.257 0.296
H -4.88349 0.92484 -1.22426 -0.211 -0.338 0.225 0.325
C 0.49559 2.42403 4.13890 -0.796 -0.336 0.435 -0.718
C 1.01294 3.47176 3.18776 1.449 -0.531 0.793 -0.583
N 0.06768 3.81232 2.19324 -2.561 0.481 -3.964 0.383
C -0.84501 4.86369 2.33369 0.390 -0.764 -1.290 -0.830
C -1.59196 4.92125 1.16966 0.859 0.593 1.277 -0.598
N -1.13867 3.93518 0.34195 0.980 -0.097 0.635 0.430
C -0.12707 3.26022 0.93001 -0.619 1.358 1.994 0.078
C -1.68346 3.65677 -0.98384 0.332 -0.141 0.420 -1.147
H -0.41227 2.71688 4.66628 0.082 0.619 0.228 0.271
H 1.23421 2.16746 4.89832 0.013 -0.112 -0.213 0.455
H 0.14114 1.54522 3.60025 0.644 -0.211 -0.127 -0.055
H 1.90250 3.08603 2.68975 0.045 0.080 0.014 0.191
H 1.27823 4.41911 3.65706 0.165 -0.191 0.269 0.508
H -0.75608 5.49465 3.20568 -0.308 0.084 -0.172 0.729
H -2.27846 5.67758 0.81881 -0.127 -0.180 0.180 0.627
H 0.36766 2.39945 0.50493 0.064 -0.013 0.252 -0.058
H -2.73846 3.43107 -0.82852 0.139 -0.365 -0.437 0.427
H -1.05478 2.84054 -1.33973 -0.637 -0.191 -0.372 0.228
H -1.59275 4.50815 -1.65839 0.117 0.076 0.271 0.457
C 4.35831 0.14616 2.13100 -0.623 0.104 -0.130 -1.311
C 4.09402 0.38760 0.67196 0.751 -0.173 -0.392 0.229
N 5.36727 0.44489 -0.02981 2.953 -2.153 -2.436 0.691
C 6.25075 1.44784 -0.12930 0.813 3.312 0.980 -0.370
C 7.32883 1.10955 -0.88999 1.077 2.547 0.628 -0.732
N 7.19679 -0.13796 -1.29105 -1.991 -1.532 1.080 0.134
C 6.01622 -0.50974 -0.72158 -0.793 -3.052 -1.994 -0.449
C 8.13812 -0.88128 -2.18372 -0.211 0.361 0.087 -0.772
H 5.10341 -0.63869 2.26114 0.046 0.164 0.042 0.411
H 3.40328 -0.25356 2.47197 0.195 0.389 0.829 0.267
H 4.67795 1.09523 2.56132 -0.063 -0.355 0.629 0.353
H 3.70452 1.37747 0.43413 -0.716 -0.202 0.319 0.153
H 3.48049 -0.43156 0.29690 0.109 0.319 -0.543 -0.182
H 6.12713 2.35693 0.44049 -0.024 0.064 -0.188 0.480
H 8.22945 1.65481 -1.13082 -0.232 0.298 0.175 0.525
H 5.57731 -1.43345 -1.06877 -0.244 -0.157 0.450 0.456
H 9.17105 -0.82329 -1.84053 -0.259 -0.028 0.724 0.378
H 8.18026 -0.34016 -3.12898 -0.570 -0.422 -0.181 0.351
H 7.83087 -1.92497 -2.24999 -0.085 0.302 -0.257 0.292
C 3.42150 1.58805 -2.73611 -0.325 0.005 0.732 -1.078
C 1.96719 1.67346 -2.17016 2.372 -2.280 -0.517 0.298
N 1.29242 2.71085 -2.83266 -2.729 1.416 -1.481 0.666
C 1.57465 4.03551 -2.71548 -3.007 1.671 -0.884 -0.271
C 0.51506 4.71554 -3.41203 1.714 -0.872 -0.199 -0.743
N -0.25663 3.78538 -4.09283 3.112 -2.687 3.260 0.249
C 0.22216 2.54403 -3.63083 -0.634 1.763 -1.116 -0.382
C -1.41797 4.01290 -4.92690 0.017 0.369 -0.166 -0.811
H 3.83648 0.63247 -2.41557 0.080 0.231 -0.142 -0.184
H 4.05924 2.40103 -2.38904 -0.036 0.086 0.227 0.557
H 3.44178 1.62583 -3.82527 -0.261 -0.234 0.068 0.481
H 1.93658 1.74920 -1.08323 -0.044 0.341 -0.048 -0.771
H 1.49535 0.72521 -2.42765 -0.136 0.033 0.067 0.369
H 2.35640 4.36660 -2.04790 -0.062 0.243 -0.316 0.515
H 0.29197 5.75436 -3.60563 0.462 0.091 0.248 0.542
H -0.22255 1.60300 -3.91912 0.274 -0.052 0.023 0.459
H -1.26947 4.97095 -5.42507 -0.200 -0.041 0.043 0.342
H -2.28711 4.04498 -4.26988 -0.196 -0.039 -0.410 0.321
H -1.47615 3.24651 -5.69979 -0.136 -0.015 0.232 0.352
C -2.83503 1.26177 4.22324 -0.285 -0.827 0.550 -1.331
C -3.21296 2.54043 3.53241 0.699 0.515 -0.962 1.012
N -4.02622 3.45906 4.29078 -2.775 1.187 2.021 0.334
C -3.57069 4.55300 5.04294 -3.918 0.257 0.021 -0.168
C -4.75424 5.14817 5.62751 2.233 -2.697 -1.641 -0.614
N -5.85004 4.30542 5.29043 3.566 -0.172 -1.145 0.115
C -5.40622 3.33927 4.43818 2.358 1.314 1.163 -0.159
C -7.18826 4.43690 5.79793 -0.738 0.452 0.204 -0.831
H -2.08156 0.61568 3.77273 0.044 0.435 -0.852 0.133
H -3.73674 0.65116 4.26990 0.006 -0.144 0.602 0.490
H -2.38718 1.41199 5.20557 -0.528 0.232 0.248 0.410
H -3.81803 2.39080 2.63819 0.413 -0.377 -0.320 0.408
H -2.33881 3.13622 3.26974 0.007 -0.246 -0.257 -1.038
H -2.53389 4.84379 4.95989 -0.222 0.136 0.403 0.399
H -4.79352 6.04593 6.22659 -0.400 -0.222 0.081 0.444
H -5.95960 2.55290 3.94647 -0.254 0.160 0.307 0.444
H -7.15364 4.74410 6.84318 0.079 -0.148 -0.059 0.360
H -7.67648 3.46511 5.72473 -0.207 0.318 -0.095 0.327
H -7.66666 5.23735 5.23358 -0.409 -0.304 0.027 0.349
P 0.39333 -0.74514 1.13425 2.199 -2.373 -0.317 1.975
F 1.22663 -0.71432 -0.28011 -0.823 0.571 0.070 -0.513
F -0.42610 -2.02795 0.62426 -0.228 -0.197 -0.676 -0.283
F 1.61567 -1.67737 1.67589 -0.694 0.430 0.346 -0.446
F -0.39421 -0.94189 2.53389 0.071 1.078 0.195 -0.409
F 1.16687 0.58824 1.61400 0.423 0.403 0.680 -0.515
F -0.70711 0.25007 0.55325 -1.402 0.485 -0.529 -0.464
P 3.70108 -1.90582 -3.89361 0.845 -1.898 -2.547 1.435
F 3.05930 -1.55126 -2.44968 0.372 0.398 0.239 -0.497
F 2.81835 -0.73612 -4.56299 0.428 0.857 0.283 -0.402
F 5.03653 -0.88675 -3.69730 -1.589 -0.961 0.899 -0.311
F 4.35178 -2.29824 -5.33043 -0.232 0.306 0.805 -0.351
F 4.41873 -3.22164 -3.19674 0.242 1.320 0.012 -0.406
F 2.44716 -2.89899 -4.26239 -0.223 -0.093 0.720 -0.377



8
Properties=species:S:1:pos:R:3:forces:R:3:mulliken_charge:R:1 method="wB97M-V/def2-TZVPD" smiles="O=c1[nH]nco1" fmax_ha_per_bohr=0.160 homo_lumo_gap_ev=10.6 total_energy_ev=-9179.874 de_lowest_kcal_mol=44.1 homo_energy_ha=-0.3607 multiplicity=1
C -0.28182 -0.34033 0.56307 -4.428 -3.747 5.824 0.603
C 0.97658 0.83521 -0.55732 3.289 2.741 -4.668 0.088
H -1.36482 -0.99752 -1.02860 -0.422 0.023 -0.077 0.228
H 1.97282 1.23106 -0.80235 -0.842 0.615 0.195 0.350
N -0.62375 -0.45155 -0.65104 0.682 2.589 -5.658 0.094
N 0.14757 0.51902 -1.45545 -1.222 -2.698 0.075 -0.463
O -0.97269 -0.92378 1.44077 2.895 1.833 -0.608 -0.661
O 0.79229 0.46439 0.62697 0.047 -1.357 4.917 -0.238



8
Properties=species:S:1:pos:R:3:forces:R:3:mulliken_charge:R:1 method="wB97M-V/def2-TZVPD" fmax_ha_per_bohr=0.067 homo_lumo_gap_ev="8.7 / 5.5" total_energy_ev=-51597.253 de_lowest_kcal_mol=114.3 homo_energy_ha="-0.3551 / -0.3246" multiplicity=1
O -2.11700 0.53320 0.99099 0.115 -1.980 1.131 -0.374
O 2.02885 -0.23144 1.85225 1.264 1.234 0.005 -0.233
O 0.46649 1.26994 0.05304 -0.700 -0.357 0.421 -0.189
Si -0.64089 0.25448 0.78910 0.236 3.047 -1.545 0.752
Cl -2.79750 2.37347 0.35633 -1.071 1.913 -0.589 -0.221
Cl 3.14320 0.92916 1.69684 -1.088 -1.181 0.180 0.222
Cl 0.25286 2.85170 -0.49389 0.252 -0.426 0.153 0.091
H 0.08145 -0.89450 0.82922 0.991 -2.249 0.244 -0.047



10
Properties=species:S:1:pos:R:3:forces:R:3:mulliken_charge:R:1 method="wB97M-V/def2-TZVPD" smiles="C=CCO" fmax_ha_per_bohr=0.018 homo_lumo_gap_ev=10.8 total_energy_ev=-5254.529 de_lowest_kcal_mol=26.9 homo_energy_ha=-0.3577 multiplicity=1
C 0.07873 0.77325 -0.58937 0.423 -0.473 0.702 -0.204
O -0.91137 1.77693 -0.59976 -0.150 0.027 -0.071 -0.481
C -0.12370 -0.28192 0.48379 -0.477 -0.034 -0.424 -0.029
C 0.60829 -1.37800 0.56406 0.060 0.090 -0.128 -0.814
H 0.18897 0.25146 -1.54594 -0.287 0.232 -0.142 0.270
H 1.03084 1.26006 -0.39032 0.116 0.227 -0.078 0.245
H -1.71387 1.43939 -0.18924 0.050 -0.032 -0.135 0.296
H -0.99314 -0.16657 1.12655 0.076 0.137 0.133 0.213
H 0.40337 -2.17041 1.26690 0.055 0.023 0.119 0.261
H 1.43188 -1.50418 -0.12667 0.135 -0.197 0.025 0.244